Entry 1:
One molecule with the formula C6H9NO2 at a distorted geometry. Source: the OMol25 dataset; level of theory: ωB97M-V with the def2-TZVPD basis set.

Summary:
- frontier orbital gap (eV) = 9.134
- SMILES string = C=CC/C=C\C=[N+](/[O-])O
- E (eV) = -11947.4980
- E_HOMO (eV) = -8.60
- energy above the lowest of the compared OMol25 structures with the same formula, charge and spin (kcal/mol) = 134.2

ORCA input file:
```
! wB97M-V def2-TZVPD RIJCOSX def2/J DEFGRID3
* xyz 0 1
C 0.9750 -1.6085 -0.2428
C -0.1676 -1.7903 0.3994
C 1.5387 -0.3621 -0.7292
C -1.2207 -0.8012 0.6983
C 1.3014 0.7247 0.2881
C 0.7882 1.9222 0.0479
N -1.6650 0.1344 -0.1420
O -1.3136 0.4598 -1.3605
O -2.7153 0.7928 0.4935
H 1.6136 -2.4089 -0.2164
H -0.5371 -2.6676 0.7977
H 2.6293 -0.4253 -1.0213
H 1.0060 0.0280 -1.6544
H -1.7263 -0.8753 1.6282
H 1.7697 0.6215 1.2475
H 0.2269 2.0940 -0.8325
H 0.7088 2.7208 0.7533
H -3.2118 1.4410 -0.1548
*
```


Entry 2:
A 2-piece molecular cluster, C6H9NO2 overall at a distorted geometry. Source: the OMol25 dataset; level of theory: ωB97M-V with the def2-TZVPD basis set.

Summary:
- frontier orbital gap (eV) = 9.147
- SMILES string = C=C(C)[N+](=O)[O-].C#CC
- E (eV) = -11946.0391
- E_HOMO (eV) = -9.70
- energy above the lowest of the compared OMol25 structures with the same formula, charge and spin (kcal/mol) = 167.9

ORCA input file:
```
! wB97M-V def2-TZVPD RIJCOSX def2/J DEFGRID3
* xyz 0 1
C -2.5715 0.8195 -0.5526
C -1.6884 1.4607 -0.0352
C -3.8257 0.2275 -0.7317
C 2.4930 -0.1271 1.1829
C 1.5857 0.0893 -0.9861
C 1.3761 -0.3705 0.2424
N 0.4275 -1.5003 0.3926
O -0.3724 -1.6199 -0.5876
O 0.4321 -2.1892 1.4019
H -3.8185 -0.0640 -1.7723
H -4.6122 0.8488 -0.3785
H -3.8800 -0.6325 -0.1186
H 3.4605 -0.2824 0.7169
H 2.1618 -0.8673 2.0165
H 2.4022 0.8723 1.6302
H 2.3527 0.8110 -1.0838
H 0.9762 -0.2187 -1.8154
H -0.7397 2.1396 -0.2613
*
```


Question: The lowest energy above the lowest of the compared OMol25 structures with the same formula, charge and spin belongs to which entry?
Answer: number 1